{"formula": "C5H8N2O", "method": "ωB97M-V/def2-TZVPD", "smiles": "ON1C=NC[C@H]2C[C@@H]21", "gap_ev": 9.8985, "e_lumo_ev": 0.98, "species": ["O", "N", "C", "N", "C", "C", "C", "C", "H", "H", "H", "H", "H", "H", "H", "H"], "coordinates": [[-2.5464, 0.3811, 0.3452], [-1.3558, -0.2787, 0.0477], [-0.9150, 0.1884, -1.3231], [0.1971, 0.7056, -1.7004], [1.4876, 0.4684, -0.9548], [1.0249, -0.4682, 0.2053], [0.7988, -0.5699, 1.6319], [-0.1916, 0.1836, 0.8307], [-3.1475, -0.3667, 0.2517], [-1.7836, 0.0890, -1.9790], [1.9155, 1.4840, -0.7317], [2.1554, -0.0341, -1.5717], [0.6696, -1.3531, -0.2448], [0.4527, -1.6162, 1.9176], [1.4121, -0.0818, 2.3883], [-0.1736, 1.2685, 0.8871]], "nbo_charge": [-0.563, -0.199, 0.248, -0.445, -0.217, -0.273, -0.395, -0.092, 0.475, 0.180, 0.213, 0.204, 0.210, 0.227, 0.229, 0.197]}



{"formula": "C5H8N2O2", "method": "ωB97M-V/def2-TZVPD", "smiles": "CC(C)c1cno[n+]1[O-]", "gap_ev": 9.6829, "e_lumo_ev": 0.44, "species": ["C", "C", "C", "C", "C", "N", "O", "N", "O", "H", "H", "H", "H", "H", "H", "H", "H"], "coordinates": [[1.3305, -0.2141, 1.3135], [0.4836, -0.5141, -0.0315], [1.3850, -0.1784, -1.2531], [-0.8597, 0.0859, -0.1058], [-1.2621, 1.3858, 0.0142], [-2.5483, 1.4877, 0.0356], [-3.0408, 0.1847, 0.0030], [-1.9181, -0.7076, -0.0691], [-2.1431, -1.8619, 0.0844], [1.5618, 0.8878, 1.3019], [2.2598, -0.7923, 1.4542], [0.7389, -0.3570, 2.1076], [0.1803, -1.5081, -0.1287], [2.0054, 0.7563, -1.1458], [0.7361, -0.0599, -2.0464], [1.9195, -0.9496, -1.5904], [-0.8288, 2.3550, 0.0564]], "nbo_charge": [-0.582, -0.239, -0.590, 0.016, -0.043, -0.083, -0.194, 0.406, -0.400, 0.198, 0.223, 0.202, 0.227, 0.204, 0.207, 0.213, 0.235]}



{"formula": "C5H8N2O2", "method": "ωB97M-V/def2-TZVPD", "smiles": "Cc1c(O)nc(O)n1C", "gap_ev": 7.9133, "e_lumo_ev": 0.67, "species": ["C", "C", "C", "O", "N", "C", "O", "N", "C", "H", "H", "H", "H", "H", "H", "H", "H"], "coordinates": [[-0.1478, -2.0662, 0.5352], [0.0663, -0.7328, -0.1168], [0.3647, -0.5415, -1.4608], [0.9099, -1.4542, -2.2241], [0.4552, 0.7736, -1.8254], [0.1197, 1.3658, -0.7063], [-0.0649, 2.7053, -0.3649], [-0.1793, 0.5389, 0.3134], [-0.5061, 1.0981, 1.6609], [-0.3681, -3.1289, -0.1886], [0.7263, -2.2957, 1.2571], [-1.1203, -2.0098, 1.2952], [1.3318, -1.1347, -3.0153], [-0.1381, 3.2889, -1.1530], [-1.5519, 1.0268, 2.0095], [-0.1490, 2.1782, 1.7330], [0.2516, 0.3884, 2.2508]], "nbo_charge": [-0.649, -0.033, 0.407, -0.678, -0.560, 0.627, -0.704, -0.351, -0.422, 0.259, 0.215, 0.211, 0.497, 0.506, 0.214, 0.250, 0.210]}



{"formula": "C5H8N2O2", "method": "ωB97M-V/def2-TZVPD", "smiles": "[H]/N=C/C(O)=C(/C)C(N)=O", "gap_ev": 9.4339, "e_lumo_ev": 0.37, "species": ["H", "N", "C", "C", "O", "C", "C", "C", "N", "O", "H", "H", "H", "H", "H", "H", "H"], "coordinates": [[-1.5597, -3.3364, -0.2310], [-0.6186, -2.9215, -0.1928], [-0.7279, -1.6320, -0.2365], [0.4920, -0.7900, -0.1451], [1.6878, -1.4770, -0.2941], [0.4764, 0.5136, 0.1781], [1.7214, 1.3066, 0.4319], [-0.7871, 1.2138, 0.4860], [-1.6365, 1.3815, -0.5585], [-1.0352, 1.6525, 1.6049], [-1.7077, -1.1439, -0.3405], [1.4125, -2.4225, -0.3056], [1.5293, 2.3828, 0.3638], [2.1025, 1.0953, 1.4368], [2.5052, 1.0729, -0.2960], [-1.3813, 1.1790, -1.5155], [-2.4731, 1.9254, -0.3858]], "nbo_charge": [0.354, -0.644, 0.070, 0.245, -0.677, -0.130, -0.634, 0.645, -0.825, -0.601, 0.189, 0.505, 0.223, 0.240, 0.233, 0.402, 0.405]}



{"formula": "C5H8N2O2", "method": "ωB97M-V/def2-TZVPD", "smiles": "CC[C@](C)(C#N)[N+](=O)[O-]", "gap_ev": 10.8399, "e_lumo_ev": 0.24, "species": ["C", "C", "C", "C", "C", "N", "N", "O", "O", "H", "H", "H", "H", "H", "H", "H", "H"], "coordinates": [[-0.7968, 0.0784, -1.9940], [-0.8954, -0.3718, -0.4455], [0.3025, 0.1133, 0.4803], [-0.1350, -0.0133, 1.9259], [0.7398, 1.4404, 0.2905], [0.9841, 2.5163, -0.0015], [1.7491, -0.7583, 0.1382], [2.0015, -0.5388, -0.9848], [2.0980, -1.4031, 1.0807], [-1.2682, -0.6684, -2.6043], [-1.3566, 0.9903, -2.1575], [0.2068, 0.0941, -2.1975], [-1.9247, -0.0488, 0.0260], [-0.8554, -1.4541, -0.4027], [-0.2932, 1.0602, 2.3155], [-1.1200, -0.5302, 2.0397], [0.5635, -0.5061, 2.4909]], "nbo_charge": [-0.608, -0.385, -0.088, -0.617, 0.239, -0.277, 0.598, -0.324, -0.339, 0.212, 0.217, 0.224, 0.227, 0.217, 0.237, 0.224, 0.244]}



{"formula": "C5H8N2O2", "method": "ωB97M-V/def2-TZVPD", "gap_ev": [7.4951, 6.5699], "e_lumo_ev": [0.14, -0.32], "species": ["C", "C", "C", "C", "C", "O", "N", "N", "O", "H", "H", "H", "H", "H", "H", "H", "H"], "coordinates": [[-0.6137, 1.3887, 0.7083], [1.8563, -0.4332, 0.5965], [-1.4270, 0.2855, 0.3779], [0.8280, -0.0656, -0.4383], [-1.1074, -1.7961, -0.7111], [-1.1775, 2.6194, 0.7021], [-0.5990, -0.7866, -0.0903], [0.9923, 0.2424, -1.6410], [-2.6445, 0.2783, 0.2148], [-2.0704, 2.5317, 0.3291], [0.2766, 1.3835, 1.3145], [1.9689, 0.3190, -1.9201], [1.4542, -0.3756, 1.6080], [2.7193, 0.2289, 0.5201], [2.1810, -1.4635, 0.4294], [-0.4535, -2.5112, -1.1865], [-2.1838, -1.8458, -0.8134]], "nbo_charge": [0.024, -0.707, 0.468, 0.469, -0.075, -0.654, -0.371, -0.660, -0.676, 0.500, 0.192, 0.360, 0.234, 0.234, 0.242, 0.192, 0.228]}



{"formula": "C5H8N2O2", "method": "ωB97M-V/def2-TZVPD", "gap_ev": [7.4617, 7.4882], "e_lumo_ev": [-0.27, -0.26], "species": ["C", "C", "N", "C", "C", "C", "N", "O", "O", "H", "H", "H", "H", "H", "H", "H", "H"], "coordinates": [[-0.3637, 1.9623, 0.0664], [-0.9727, -1.4728, -1.2769], [-0.9545, -0.8142, 0.0196], [0.4000, 0.9353, -0.7803], [0.2755, -0.2121, 0.3285], [-0.2352, 0.9172, 1.1230], [1.3649, -0.9870, 0.8698], [-0.0425, 1.1145, 2.4082], [0.8775, 0.9035, -1.8797], [0.3659, 0.3059, 2.7763], [1.1573, -1.9780, 0.8097], [2.2483, -0.8000, 0.4077], [0.2486, 2.8560, 0.2297], [-1.3762, 2.2656, -0.2126], [-1.8144, -2.1684, -1.2780], [-1.1214, -0.7833, -2.1208], [-0.0572, -2.0446, -1.4904]], "nbo_charge": [-0.587, -0.447, -0.566, 0.592, 0.032, 0.624, -0.875, -0.594, -0.523, 0.519, 0.386, 0.381, 0.246, 0.254, 0.203, 0.183, 0.171]}



{"formula": "C5H8N2O2", "method": "ωB97M-V/def2-TZVPD", "smiles": "N[C@H]1C[C@@H]1C1=NOCO1", "gap_ev": 9.6525, "e_lumo_ev": 0.95, "species": ["N", "C", "C", "C", "C", "N", "O", "C", "O", "H", "H", "H", "H", "H", "H", "H", "H"], "coordinates": [[2.6832, -0.7400, -0.4814], [1.5908, -0.3795, 0.3193], [1.2723, 1.0473, 0.6841], [0.5052, 0.4083, -0.4254], [-0.8499, -0.0197, -0.1353], [-1.1795, -1.1790, 0.1963], [-2.5387, -1.1237, 0.3430], [-2.9716, 0.1728, -0.1876], [-1.8143, 0.8653, -0.2831], [2.3988, -1.5445, -1.0056], [3.4911, -0.9774, 0.1306], [1.2508, -1.0134, 1.0617], [0.7495, 1.1399, 1.6279], [1.8679, 1.8615, 0.2810], [0.5472, 0.7694, -1.4153], [-3.6910, 0.6125, 0.4916], [-3.3118, 0.1002, -1.2018]], "nbo_charge": [-0.820, -0.034, -0.407, -0.299, 0.470, -0.179, -0.389, 0.209, -0.478, 0.365, 0.359, 0.196, 0.222, 0.230, 0.242, 0.172, 0.142]}



| no. | largest force on an atom (eV/A) |
| --- | --- |
| 1 | 3.8 |
| 2 | 4.3 |
| 3 | 4.3 |
| 4 | 1.7 |
| 5 | 7.2 |
| 6 | 2.3 |
| 7 | 1.6 |
| 8 | 3.3 |